(1)
The following is a quantum chemistry calculation of a single C4H8NOP molecule, from the OMol25 dataset.

Calculated total energy = -628.49719 Ha
Gap between HOMO and LUMO = 9.9 eV
Energy above the lowest of the compared OMol25 structures with the same formula, charge and spin = 2.043 eV
SMILES = CPC1=NCCO1
M = 117.1 g mol⁻¹

Cartesian coordinates (Å):
C 0.717 -0.012 -0.076
C 0.574 -0.790 2.006
C 0.115 -1.851 1.033
C -0.351 1.614 -2.067
N 0.827 0.352 1.127
O 0.323 -1.287 -0.229
P 1.255 1.240 -1.326
H -0.116 -0.549 2.773
H 1.381 -1.129 2.601
H 0.819 -2.727 1.227
H -0.914 -2.203 1.269
H -0.307 2.677 -2.356
H -1.001 1.639 -1.200
H -0.576 1.030 -2.968
H 1.119 2.397 -0.337

(2)
The following is a quantum chemistry calculation of a gas-phase ion, C4H8NOS (charge -1), from the OMol25 dataset.

Net charge = -1
Calculated total energy = -685.45001 Ha
Gap between HOMO and LUMO = 6.2 eV
Energy above the lowest of the compared OMol25 structures with the same formula, charge and spin = 0.165 eV
SMILES = CC(=O)NCC[S-]
M = 118.2 g mol⁻¹

Cartesian coordinates (Å):
O 2.520 -1.185 -0.441
C 1.532 -0.456 -0.473
N 0.446 -0.668 0.289
C -0.692 0.253 0.453
C -1.858 -0.453 1.144
S -3.497 0.177 0.637
C 1.485 0.747 -1.395
H 0.523 -1.403 0.977
H -0.373 1.075 1.102
H -1.013 0.645 -0.505
H -1.783 -1.515 0.891
H -1.784 -0.325 2.227
H 2.489 0.869 -1.808
H 1.176 1.636 -0.848
H 0.829 0.602 -2.250

(3)
The following is a quantum chemistry calculation of a molecular structure, C4H8NOS, from the OMol25 dataset.

Net charge = +1
Calculated total energy = -685.03233 Ha
Gap between HOMO and LUMO = 9.1 eV
Energy above the lowest of the compared OMol25 structures with the same formula, charge and spin = 2.568 eV
M = 118.2 g mol⁻¹

Cartesian coordinates (Å):
C -2.603 1.321 0.617
C -1.280 0.906 0.424
C 0.441 0.092 -0.991
C -0.366 -0.176 0.250
N 0.607 -0.038 1.424
O -0.691 2.215 0.537
S -2.164 2.977 0.827
H -3.527 0.762 0.503
H 1.199 0.932 -0.850
H 1.215 -0.817 -1.183
H -0.325 0.321 -1.846
H -0.798 -1.171 0.266
H 0.966 -0.893 1.940
H 0.080 0.596 1.954
H 1.362 0.543 1.182

(4)
The following is a quantum chemistry calculation of a gas-phase ion, C4H8NOS (charge +1), from the OMol25 dataset.

Net charge = +1
Calculated total energy = -684.96697 Ha
Gap between HOMO and LUMO = 7.3 eV
Energy above the lowest of the compared OMol25 structures with the same formula, charge and spin = 4.347 eV
M = 118.2 g mol⁻¹

Cartesian coordinates (Å):
C 1.826 1.035 -0.533
C 0.685 0.574 -0.029
C -1.806 1.009 0.013
C -0.570 0.011 0.271
N -0.664 -1.293 -0.445
O 1.899 -1.162 0.662
S 3.054 -0.114 0.064
H 2.092 1.896 -1.079
H -1.956 1.191 -1.052
H -2.519 0.424 0.522
H -1.658 1.953 0.535
H -0.529 -0.153 1.431
H -1.576 -1.297 -0.808
H -0.492 -2.000 0.201
H 2.213 -2.074 0.248

(5)
The following is a quantum chemistry calculation of 2 unconnected molecules or ions with the total composition C4H8NOS, from the OMol25 dataset.

Net charge = +1
Calculated total energy = -685.05967 Ha
Gap between HOMO and LUMO = 10.2 eV
Energy above the lowest of the compared OMol25 structures with the same formula, charge and spin = 1.824 eV
M = 118.2 g mol⁻¹

Cartesian coordinates (Å):
C 1.854 0.645 -0.010
C -2.331 0.936 -0.050
C -3.680 0.664 -0.038
C 3.616 -1.046 -0.061
N -1.183 1.071 0.003
O 3.073 0.290 -0.131
S 1.427 2.317 0.146
H 0.941 -0.071 0.201
H -4.135 1.129 -0.952
H -4.157 1.193 0.845
H -4.050 -0.394 0.045
H 4.109 -1.046 -1.088
H 2.730 -1.747 0.199
H 4.317 -0.865 0.711
H 0.170 1.918 0.423

(6)
The following is a quantum chemistry calculation of 2 unconnected molecules or ions with the total composition C4H8NS, from the OMol25 dataset.

Net charge = -1
Calculated total energy = -610.11306 Ha
Gap between HOMO and LUMO = 6.6 eV
Energy above the lowest of the compared OMol25 structures with the same formula, charge and spin = 0.114 eV
M = 102.2 g mol⁻¹

Cartesian coordinates (Å):
C -0.416 1.552 2.791
S 0.079 0.597 1.317
H -1.472 1.402 3.029
H 0.169 1.294 3.676
H -0.315 2.628 2.618
C 0.340 -1.413 -1.146
C 1.557 -1.611 -1.640
C -0.924 0.453 -1.644
N -0.715 -0.780 -1.816
H 0.012 -1.890 -0.229
H 1.803 -1.195 -2.606
H 2.273 -2.210 -1.098
H -1.880 0.863 -1.968
H -0.156 1.131 -1.282